Record 1
The following is a DFT calculation (ωB97M-V with the def2-TZVPD basis set) of one molecule with the formula C5H10O2.

Structure (ORCA input):
```
! RIJCOSX wB97M-V def2-TZVPD def2/J DEFGRID3
* xyz 0 1
C -1.380 -1.384 0.276
C -0.608 -0.169 -0.052
C 0.823 -0.382 -0.483
C 1.875 0.395 0.288
O 1.552 1.706 0.654
C -1.263 1.008 -0.582
O -0.827 0.911 0.842
H -1.402 -2.014 -0.612
H -0.865 -1.905 1.082
H -2.381 -1.095 0.595
H 0.951 -0.129 -1.528
H 1.107 -1.427 -0.374
H 2.717 0.397 -0.403
H 2.141 -0.189 1.165
H 0.681 1.608 1.082
H -2.332 1.093 -0.538
H -0.789 1.579 -1.413
*
```

The calculation puts the energy relative to the best compared isomer or geometry (same formula, charge and spin) at 62.8 kcal/mol. The calculation puts the LUMO energy at 0.88 eV. Its SMILES is C[C@@]1(CCO)CO1.

Record 2
The following is a DFT calculation (ωB97M-V with the def2-TZVPD basis set) of C30H29F10N7O7RuS3 as an isolated structure.

Structure (ORCA input):
```
! RIJCOSX wB97M-V def2-TZVPD def2/J DEFGRID3
* xyz 1 2
Ru 0.207 2.749 1.523
F 0.145 -4.890 1.252
C 0.494 -4.023 0.277
C 0.610 -2.694 0.567
C 1.028 -1.801 -0.416
C 1.129 -0.376 -0.023
O 0.792 -0.032 1.102
C 1.628 0.494 -1.058
C 1.884 -0.019 -2.285
N 1.739 -1.319 -2.665
C 2.075 -1.593 -4.053
C 1.348 -2.527 -4.967
C 2.786 -2.803 -4.568
C 1.320 -2.251 -1.713
C 1.148 -3.615 -1.987
C 0.747 -4.507 -1.007
N 0.616 -5.880 -1.362
C -0.367 -6.718 -0.692
C -0.454 -8.046 -1.460
N 0.018 -7.809 -2.865
C 1.499 -7.503 -2.901
C 1.819 -6.628 -1.684
C 1.927 1.953 -0.848
O 2.317 2.634 -1.784
O 1.810 2.362 0.372
H 0.398 -2.314 1.560
H 2.245 0.665 -3.042
H 2.383 -0.669 -4.517
H 1.152 -2.175 -5.970
H 0.564 -3.147 -4.561
H 3.561 -2.633 -5.300
H 2.997 -3.618 -3.891
H 1.300 -4.019 -2.973
H -1.328 -6.203 -0.701
H -0.123 -6.948 0.348
H -1.468 -8.438 -1.494
H 0.202 -8.809 -1.046
H -0.477 -6.994 -3.232
H -0.197 -8.606 -3.462
H 1.682 -6.979 -3.837
H 2.034 -8.450 -2.905
H 2.635 -5.953 -1.926
H 2.149 -7.245 -0.839
F 0.163 5.312 7.064
C 0.565 5.611 5.815
F 0.620 6.955 5.740
F 1.806 5.147 5.667
C -0.399 5.060 4.800
C -1.739 5.362 4.950
C -2.680 4.898 4.037
C -2.239 4.126 2.987
N -0.946 3.835 2.840
C -0.006 4.281 3.706
S 1.537 3.725 3.164
H -2.052 5.964 5.794
H -3.730 5.121 4.149
H -2.920 3.707 2.257
F -1.769 -0.705 -1.114
C -2.863 -0.087 -0.680
F -3.313 0.716 -1.643
F -3.790 -0.989 -0.394
S -2.493 0.942 0.799
O -1.460 1.860 0.301
O -3.727 1.570 1.158
N -1.982 -0.153 1.766
S -0.982 -0.034 2.969
O -0.304 -1.257 3.209
O -0.225 1.219 3.003
C -2.112 0.192 4.406
F -2.841 1.297 4.236
F -1.395 0.312 5.515
F -2.923 -0.851 4.512
C -2.445 6.114 -1.744
C -1.223 5.684 -1.010
C 0.037 6.229 -0.930
C 0.792 5.386 -0.094
N 0.014 4.386 0.318
N -1.206 4.585 -0.238
C 2.236 5.526 0.225
H -2.204 6.937 -2.411
H -3.219 6.451 -1.053
H -2.854 5.298 -2.340
H 0.388 7.123 -1.415
H -1.894 3.851 -0.164
H 2.539 6.562 0.083
H 2.805 4.886 -0.450
H 2.457 5.224 1.244
*
```

The calculation puts the energy relative to the best compared isomer or geometry (same formula, charge and spin) at 15.9 kcal/mol. The calculation puts the LUMO energy (spin up / spin down) at -3.20 / -3.20 eV.

Record 3
The following is a DFT calculation (ωB97M-V with the def2-TZVPD basis set) of C4H9N2O as an isolated structure.

Structure (ORCA input):
```
! RIJCOSX wB97M-V def2-TZVPD def2/J DEFGRID3
* xyz 1 1
C -0.501 -2.101 0.903
C 1.469 0.654 0.674
C -0.709 0.382 -1.827
C 0.063 0.143 0.506
N -0.068 -1.208 0.144
N -0.482 0.925 -0.479
O -0.844 2.030 -0.182
H -0.664 -3.194 0.506
H -0.740 -1.881 1.913
H 1.970 0.164 1.497
H 1.377 1.744 1.123
H 2.148 0.865 -0.105
H -1.184 1.116 -2.449
H -1.568 -0.364 -1.609
H 0.219 0.038 -2.249
H -0.484 0.687 1.635
*
```

The calculation puts the energy relative to the best compared isomer or geometry (same formula, charge and spin) at 150.5 kcal/mol. The calculation puts the LUMO energy at -6.89 eV.

Number 1: M 102.13 g/mol, total energy -346.92528 a.u., strongest force on any atom 0.0278 hartree/bohr. Number 2: M 986.86 g/mol, total energy -4358.48451 a.u., strongest force on any atom 0.0136 hartree/bohr. Number 3: M 101.13 g/mol, total energy -342.11742 a.u., strongest force on any atom 0.1088 hartree/bohr.